[1]
Formula: C31H29N4O8P2PtS
Source: OMol25
Level of theory: ωB97M-V/def2-TZVPD

Geometry as XYZ:
```
76
Properties=species:S:1:pos:R:3:forces:R:3
Pt 1.312337 -0.795864 0.984962 -0.241 -0.515 -0.211
C 2.798712 3.546494 -2.466786 0.011 -0.009 0.000
C 3.273575 2.248075 -2.309043 0.147 0.118 0.033
C 2.814706 1.449880 -1.278368 0.237 0.000 0.299
C 1.899767 1.969616 -0.352375 -0.049 0.000 0.000
C 1.391938 3.267321 -0.540701 0.047 -0.021 0.116
C 1.839854 4.042730 -1.589341 0.059 0.046 -0.095
N 1.438385 1.218971 0.730974 0.225 0.315 0.525
C 1.168226 1.816874 1.956722 0.169 -0.122 -0.526
C 1.754767 2.995668 2.439168 0.043 0.083 -0.100
C 1.411632 3.447783 3.692651 -0.015 0.020 0.046
C 0.494638 2.736798 4.474886 0.011 0.033 0.038
C -0.067163 1.548187 4.029276 -0.101 0.022 0.222
C 0.281555 1.091426 2.779731 -0.230 -0.392 -0.116
N -0.175131 -0.090555 2.197902 0.187 0.194 -0.228
N -1.098595 -0.797280 2.799447 0.175 0.089 0.058
C -1.233885 -2.012298 2.260132 0.039 -0.122 -0.404
C -2.060870 -2.988853 2.832922 -0.083 -0.121 0.054
C -2.059454 -4.253774 2.297630 -0.001 -0.003 0.019
C -1.278120 -4.545381 1.174921 -0.106 -0.025 0.036
C -0.517645 -3.539279 0.621486 0.113 0.082 -0.119
N -0.525814 -2.321976 1.139301 -0.142 0.070 0.466
H 3.164788 4.165502 -3.276578 -0.027 -0.035 0.025
H 4.009928 1.850152 -2.996432 -0.024 0.020 0.022
H 3.192492 0.446043 -1.153889 -0.019 0.002 0.019
H 0.612516 3.636237 0.114289 0.081 0.009 -0.009
H 1.430960 5.034125 -1.733792 0.008 -0.013 0.011
H 2.502925 3.506671 1.849746 -0.021 -0.009 -0.031
H 1.876482 4.343690 4.082298 -0.027 -0.039 0.007
H 0.240178 3.102022 5.462188 0.013 -0.007 -0.045
H -0.745442 0.966244 4.637724 0.045 0.043 -0.016
H -2.611576 -2.729101 3.726219 -0.009 -0.020 -0.046
H -2.651999 -5.032941 2.758859 0.003 0.009 -0.005
H -1.261241 -5.531175 0.732566 -0.015 0.034 0.015
H 0.111776 -3.701945 -0.245738 0.012 0.022 0.066
O 3.369060 -3.382068 3.626220 -0.017 -0.007 -0.147
P 2.405660 -2.227287 3.157173 0.198 0.122 0.272
O 1.470258 -1.715542 4.162329 0.048 -0.015 0.012
O 1.833736 -2.687495 1.788221 0.069 0.358 0.284
O 3.396630 -0.982278 2.721582 -0.102 -0.098 -0.404
P 4.250346 -0.876245 1.321220 -0.110 -0.104 0.220
O 4.479718 0.707718 1.277078 0.069 -0.031 0.026
O 5.481009 -1.649422 1.320433 0.017 -0.077 -0.130
O 3.172311 -1.136196 0.214964 -0.061 0.344 0.103
H 3.664884 -3.272436 4.540862 -0.086 -0.070 -0.070
H 5.384479 0.914604 1.551733 -0.078 0.007 -0.035
O -0.042202 -0.566057 -0.874184 -0.081 0.079 -0.263
S 0.237215 -0.786150 -2.371630 0.123 -0.028 0.117
C 0.297131 0.858292 -3.138257 -0.132 0.103 0.099
C -0.860789 1.782895 -2.850473 -0.039 -0.104 -0.101
C -1.551437 2.326455 -3.931150 -0.048 -0.031 -0.023
C -2.611974 3.200543 -3.732870 -0.014 0.017 0.029
C -2.999490 3.537555 -2.444173 0.046 -0.009 -0.016
C -2.316058 3.001208 -1.359088 0.008 -0.025 -0.026
C -1.250784 2.133601 -1.556116 -0.108 -0.083 -0.043
C -1.356964 -1.314332 -3.134574 0.050 0.017 0.193
C -2.257965 -2.109860 -2.242643 0.061 0.016 -0.024
C -3.145690 -1.450285 -1.399203 0.042 0.072 0.172
C -4.031966 -2.173124 -0.614068 0.013 0.000 0.004
C -4.049790 -3.560764 -0.684587 -0.004 0.018 -0.053
C -3.172007 -4.221882 -1.532574 0.000 -0.029 -0.003
C -2.269891 -3.498233 -2.299438 -0.005 -0.124 -0.120
H 0.357389 0.629946 -4.206119 0.032 0.027 -0.015
H 1.252460 1.282218 -2.833369 -0.237 -0.121 -0.118
H -1.255298 2.066244 -4.942971 -0.020 0.012 0.057
H -3.135620 3.613405 -4.585913 0.020 -0.011 0.029
H -3.828392 4.215650 -2.285424 0.023 -0.022 -0.001
H -2.614892 3.259795 -0.349661 0.008 -0.012 -0.039
H -0.733705 1.720878 -0.701351 -0.118 -0.050 -0.074
H -1.054369 -1.881271 -4.016184 0.050 0.032 0.016
H -1.834251 -0.388000 -3.438653 -0.147 0.035 -0.066
H -3.140968 -0.365090 -1.358277 -0.003 -0.052 -0.008
H -4.722461 -1.652791 0.039029 0.032 -0.021 -0.032
H -4.760622 -4.124919 -0.093212 0.032 0.018 -0.005
H -3.195227 -5.303262 -1.601794 0.008 0.055 -0.007
H -1.594676 -4.016103 -2.975840 -0.057 0.032 0.063
```
Forces are in eV/Å.

Results
⟨S²⟩ = 6.058
Net charge = +1
E_LUMO (alpha / beta) = -3.8 / -6.0 eV
Orbital gap (alpha / beta) = 6.186 / 5.495 eV
Spin multiplicity = 5

[2]
Formula: C4H10NO
Source: OMol25
Level of theory: ωB97M-V/def2-TZVPD

Geometry as XYZ:
```
16
Properties=species:S:1:pos:R:3:forces:R:3
C 1.606894 0.311144 -0.135884 -1.691 2.079 -0.891
C 2.570876 -0.494340 0.460420 0.492 -0.319 1.046
C -0.926890 1.580564 0.207123 0.384 -0.040 -0.571
C -1.946418 -1.038588 -0.116865 -0.966 1.162 0.857
N -0.380035 0.449057 0.870627 3.683 -0.920 1.352
O -0.914043 -0.728211 0.824904 1.004 1.109 -0.267
H 1.921657 1.232453 -0.797105 -0.501 -1.594 1.411
H 3.588764 -0.284021 0.171369 0.428 -0.565 -0.447
H 2.251813 -1.516840 0.705745 0.169 -0.177 -0.648
H 2.600171 -0.203363 1.525568 -0.354 0.673 0.297
H -0.249997 2.452986 0.377921 -0.622 -0.852 0.072
H -1.896919 1.743994 0.699327 -0.072 0.221 -0.758
H -0.851489 1.272573 -0.834820 -1.211 0.928 -0.461
H -1.633413 -1.300996 -1.113280 0.558 -0.352 -0.138
H -2.597070 -0.164441 -0.151538 -0.304 -0.328 -0.233
H -2.375203 -1.794257 0.499220 -0.998 -1.026 -0.621
```
Forces are in eV/Å.

Results
Net charge = +1
E_LUMO (alpha / beta) = -5.7 / -6.1 eV
Orbital gap (alpha / beta) = 7.914 / 7.762 eV
Spin multiplicity = 1

[3]
Formula: C22H28F6O2PS4SbTi
Source: OMol25
Level of theory: ωB97M-V/def2-TZVPD

Geometry as XYZ:
```
65
Properties=species:S:1:pos:R:3:forces:R:3
Ti 0.624442 0.419827 0.321651 -0.065 0.300 0.448
C -2.264664 1.010182 2.913058 -0.051 0.024 0.012
C -2.339027 2.524472 2.805005 -0.061 -0.035 0.017
S -0.817188 3.472565 2.628252 0.028 0.001 -0.038
C 0.064043 3.214225 4.175733 0.021 0.008 0.052
C 0.635856 1.825040 4.424351 -0.001 0.017 0.016
S 1.455344 1.085080 2.967859 0.039 -0.056 -0.013
C 1.784458 -0.531824 3.729113 -0.007 -0.070 0.001
C 2.177043 -1.606826 2.734889 0.047 0.027 0.000
S 1.052602 -1.938008 1.345157 -0.076 -0.002 -0.245
C -0.507300 -2.563352 2.002593 -0.031 -0.002 0.007
C -1.450767 -1.525806 2.572731 0.055 -0.029 0.014
S -1.657763 -0.049732 1.524684 0.001 -0.002 0.069
H -3.275175 0.627122 3.071157 0.003 -0.010 -0.018
H -1.667852 0.718600 3.769267 0.022 -0.004 0.002
H -2.858418 2.850086 3.710702 0.023 0.006 0.004
H -2.963230 2.830061 1.969159 0.033 0.008 -0.030
H -0.552824 3.493579 5.031974 -0.021 -0.006 -0.018
H 0.874902 3.942327 4.126898 -0.002 -0.001 -0.014
H -0.116933 1.131418 4.792249 -0.016 -0.015 -0.017
H 1.410775 1.887374 5.190880 0.019 -0.015 -0.017
H 0.901940 -0.832773 4.294766 -0.002 0.018 -0.002
H 2.601857 -0.419779 4.443447 0.008 0.019 -0.013
H 2.325327 -2.559283 3.245272 -0.018 -0.003 -0.004
H 3.115922 -1.372778 2.230493 -0.012 0.009 0.019
H -0.282338 -3.321615 2.754045 0.017 0.006 0.000
H -0.953515 -3.079093 1.152955 -0.002 0.012 -0.006
H -1.096530 -1.180365 3.541985 0.008 0.015 -0.013
H -2.437293 -1.968120 2.716580 -0.009 0.013 -0.012
O -2.118019 2.846628 -0.245905 -0.073 0.121 -0.057
C -1.091638 2.479510 -0.699514 0.300 -0.042 0.152
O -0.031757 2.059686 0.118305 -0.138 -0.239 -0.289
C -0.716756 2.244700 -2.133503 -0.064 0.034 -0.066
P -0.130207 0.520781 -2.147884 0.096 -0.135 0.236
C -1.533500 -0.571356 -1.892864 -0.029 0.041 -0.042
C -2.852841 -0.122210 -1.931879 -0.001 0.014 -0.007
C -3.885480 -0.995111 -1.626874 0.012 -0.011 0.007
C -3.608122 -2.314494 -1.290083 -0.006 0.027 -0.002
C -2.295276 -2.767843 -1.256684 0.008 -0.031 0.008
C -1.252902 -1.898985 -1.543066 -0.011 -0.029 0.010
C 0.708448 0.195516 -3.687584 -0.042 -0.044 -0.057
C 1.645972 1.110700 -4.168351 0.004 0.014 0.011
C 2.287809 0.859681 -5.367797 -0.002 -0.005 -0.009
C 2.004211 -0.299879 -6.078670 0.000 0.006 0.003
C 1.072326 -1.210150 -5.598411 0.007 0.013 -0.004
C 0.419715 -0.968244 -4.401163 0.001 -0.006 -0.024
H 0.150113 2.861638 -2.383694 -0.029 0.036 -0.011
H -1.532549 2.471056 -2.816328 0.004 -0.026 -0.005
H -3.085224 0.900661 -2.197615 -0.013 -0.004 -0.001
H -4.909237 -0.648457 -1.664890 -0.001 0.001 -0.003
H -4.419582 -2.995120 -1.069307 0.000 -0.004 -0.003
H -2.087079 -3.806178 -1.030396 0.003 0.001 -0.003
H -0.229621 -2.264842 -1.543475 0.006 0.019 0.003
H 1.890179 2.009142 -3.615726 0.005 -0.004 0.003
H 3.011379 1.567761 -5.747246 0.002 0.001 0.002
H 2.509744 -0.491932 -7.015384 0.000 0.000 -0.001
H 0.846765 -2.105367 -6.161257 -0.001 -0.002 0.003
H -0.317944 -1.673914 -4.042943 0.004 0.008 -0.002
F 2.442799 0.500508 0.284903 0.074 -0.133 0.025
Sb 3.899515 -0.877826 -1.156034 -0.104 0.276 0.037
F 3.866348 -2.285684 0.069811 -0.067 0.128 0.065
F 5.145969 -0.036501 -0.080839 0.020 -0.063 -0.083
F 3.639647 0.704030 -2.102357 -0.034 -0.102 -0.001
F 4.710095 -1.789854 -2.529260 0.030 0.016 0.080
F 2.063018 -1.290637 -1.432938 0.091 -0.112 -0.178
```
Forces are in eV/Å.

Results
Net charge = +2
E_LUMO = -7.9 eV
Orbital gap = 6.183 eV
Spin multiplicity = 1

Which total energy belongs to each record? In order, -3219.7362 -287.8546 -4628.2801 a.u..
Which ΔE to the lowest compared entry with this formula, charge and spin belongs to each record? In order, 292.8 810.0 167.3 kJ/mol.